{
  "formula": "C3H4N2O",
  "method": "the ωB97M-V functional and the def2-TZVPD basis",
  "symbols": ["C", "C", "C", "H", "H", "H", "H", "N", "N", "O"],
  "positions_angstrom": [[0.75895, 0.37072, 0.06254], [-0.38121, 1.34786, -0.12862], [0.07503, -0.86873, -0.05036], [2.48995, -0.51270, 0.23217], [-0.57774, 2.33773, -0.01720], [-1.88752, -1.23816, 0.21592], [0.20845, -1.86338, 0.05071], [-1.56354, 0.68466, 0.02423], [-1.22686, -0.56414, -0.23823], [2.10449, 0.30613, -0.15116]],
  "atomic_forces_ev_per_a": [[-2.7856, -2.4808, -2.0424], [0.2983, -4.0023, 2.1822], [-0.8657, 4.8627, -0.3778], [-0.7320, 0.8787, -0.3411], [0.8558, 3.0282, 0.1282], [0.4536, 0.7033, -1.1405], [1.5755, -2.9156, 0.1175], [2.3597, 1.5510, -2.5326], [-2.3747, -2.9003, 3.2935], [1.2153, 1.2751, 0.7130]],
  "lowdin_charge": [-0.237, -0.039, -0.063, 0.122, 0.056, 0.166, 0.083, 0.005, -0.095, 0.003],
  "homo_energy_ha": -0.3170,
  "orbital_gap_ev": 9.3,
  "multiplicity": 1,
  "total_charge": 0,
  "relative_energy_kj_mol": 303.1
}

{
  "formula": "C3H4N2O",
  "method": "the ωB97M-V functional and the def2-TZVPD basis",
  "symbols": ["N", "C", "C", "O", "C", "N", "H", "H", "H", "H"],
  "positions_angstrom": [[-0.82039, 1.46839, 0.99044], [-0.50487, 0.46541, 0.22361], [-0.86267, -0.47203, -0.75286], [0.25678, -1.27598, -1.02607], [1.24240, -0.88123, -0.28081], [0.84743, 0.12752, 0.46241], [-1.74635, 1.84112, 0.88795], [1.13669, 0.80442, 1.16704], [-1.74613, -0.69365, -1.32319], [2.19710, -1.38396, -0.34852]],
  "atomic_forces_ev_per_a": [[-0.5828, 0.2206, -0.0995], [0.0326, -0.0705, -0.0836], [-0.1960, 0.2849, 0.1564], [0.0809, 0.0548, 0.0703], [-0.1358, 0.2239, 0.1508], [-0.0183, -0.2659, -0.2149], [-0.3653, -0.1143, -0.1888], [1.1725, -0.5628, -0.0208], [0.1431, 0.0307, 0.1013], [-0.1307, 0.1986, 0.1288]],
  "lowdin_charge": [0.032, -0.473, -0.029, 0.031, -0.131, 0.145, 0.009, 0.163, 0.101, 0.153],
  "homo_energy_ha": -0.2604,
  "orbital_gap_ev": 7.8,
  "multiplicity": 1,
  "total_charge": 0,
  "relative_energy_kj_mol": 277.7
}

{
  "formula": "C3H4N2O",
  "method": "the ωB97M-V functional and the def2-TZVPD basis",
  "symbols": ["C", "C", "C", "H", "H", "H", "H", "N", "N", "O"],
  "positions_angstrom": [[2.30935, 0.42892, 0.45017], [-0.32015, 0.37244, -0.39094], [-1.78616, 0.49554, -0.08707], [3.52418, 0.13241, 0.57762], [1.93035, 0.94322, 1.24781], [0.17584, 1.43884, -0.76650], [-2.22556, 1.34740, -0.58650], [1.78105, -0.48947, -0.35395], [0.38728, -0.68348, -0.18701], [-2.47517, -0.42909, 0.43516]],
  "atomic_forces_ev_per_a": [[4.3890, -5.9670, -2.9209], [1.3643, 1.8809, -0.0803], [-1.6311, -4.8257, 0.4883], [-3.2085, 1.7095, -0.7964], [-1.7472, 1.3676, 1.6882], [-1.0376, -2.7808, 0.8694], [-0.5618, 0.6924, 0.3276], [-0.3108, 1.9267, 2.1849], [0.2915, 2.3402, -0.2569], [2.4522, 3.6562, -1.5038]],
  "lowdin_charge": [-0.047, -0.164, -0.198, 0.131, 0.019, 0.158, 0.096, -0.056, 0.039, 0.021],
  "homo_energy_ha": -0.3832,
  "orbital_gap_ev": 9.4,
  "multiplicity": 1,
  "total_charge": 0,
  "relative_energy_kj_mol": 442.5
}

{
  "formula": "C3H4N2O",
  "method": "the ωB97M-V functional and the def2-TZVPD basis",
  "symbols": ["C", "C", "C", "H", "H", "H", "H", "N", "N", "O"],
  "positions_angstrom": [[0.39107, -0.53034, 0.19005], [-0.50795, 0.07927, 1.03094], [-0.36630, 1.20641, -0.79999], [1.27508, -2.35564, 0.99642], [1.69285, -1.66875, -0.66654], [-0.94907, -0.45128, 1.93573], [-0.41367, 2.23424, -1.40083], [0.99789, -1.86751, 0.06223], [0.47811, 0.13116, -1.02761], [-1.12977, 1.23298, 0.42086]],
  "atomic_forces_ev_per_a": [[-0.9607, -1.6875, -0.8582], [-0.7584, -1.4834, 0.9873], [0.7625, 0.2391, -0.6670], [-0.2008, 1.4593, -2.6507], [0.2312, -0.9726, 0.8770], [0.4066, 1.5329, -1.3121], [-0.0778, -2.8442, 1.2286], [-0.5565, 1.5700, 2.5495], [-3.1479, 4.9699, 1.8724], [4.3017, -2.7834, -2.0268]],
  "lowdin_charge": [-0.410, -0.082, -0.119, 0.124, 0.069, 0.133, 0.163, 0.057, 0.098, -0.033],
  "homo_energy_ha": -0.3140,
  "orbital_gap_ev": 9.5,
  "multiplicity": 1,
  "total_charge": 0,
  "relative_energy_kj_mol": 248.2
}

{
  "formula": "C3H4N2O",
  "method": "the ωB97M-V functional and the def2-TZVPD basis",
  "symbols": ["O", "C", "C", "N", "C", "N", "H", "H", "H", "H"],
  "positions_angstrom": [[0.10799, -2.08540, -0.47162], [-0.11506, -0.90345, -0.24090], [1.08713, 0.06723, -0.30595], [0.72732, 1.36391, 0.30083], [-0.41224, 1.45446, 0.63394], [-1.24853, -0.27106, 0.05912], [1.93853, -0.34760, 0.23387], [1.38762, 0.24368, -1.34087], [-1.44362, 1.39064, 0.88692], [-2.02894, -0.91173, 0.24428]],
  "atomic_forces_ev_per_a": [[-0.1349, -0.0263, -0.0487], [0.4090, -0.0267, -0.1045], [0.2543, -0.1196, -0.0968], [-0.3532, 0.0507, 0.1013], [-0.8121, -1.9906, -0.6539], [0.6105, -0.1421, 0.0240], [-0.0702, 0.0667, -0.0618], [-0.0082, -0.0152, 0.1051], [-0.2104, 1.7068, 0.7491], [0.3153, 0.4962, -0.0137]],
  "lowdin_charge": [0.006, -0.614, -0.086, 0.075, 0.104, 0.057, 0.125, 0.128, 0.106, 0.100],
  "homo_energy_ha": -0.3346,
  "orbital_gap_ev": 9.4,
  "multiplicity": 1,
  "total_charge": 0,
  "relative_energy_kj_mol": 340.3
}

{
  "formula": "C3H4N2O",
  "method": "the ωB97M-V functional and the def2-TZVPD basis",
  "symbols": ["O", "C", "C", "C", "N", "N", "H", "H", "H", "H"],
  "positions_angstrom": [[-2.01774, 0.18151, 0.34907], [-0.68004, 0.04608, 0.18004], [0.40770, 0.86996, 0.36863], [1.49989, 0.07080, -0.04462], [1.12535, -1.12761, -0.46078], [-0.21158, -1.12261, -0.30478], [-2.18575, 0.61506, 1.19354], [0.41688, 1.89188, 0.71866], [2.55071, 0.33268, -0.05841], [-0.76373, -1.92278, -0.56903]],
  "atomic_forces_ev_per_a": [[-0.0070, 0.0666, 0.1478], [0.3160, -0.1543, -0.0717], [-0.0971, -0.0328, -0.0019], [0.1095, -0.0551, -0.0388], [0.0567, 0.2567, 0.0677], [-0.2541, -0.0069, -0.0118], [-0.0096, 0.0399, -0.1209], [-0.0267, -0.1740, -0.0225], [-0.1759, -0.0259, 0.0029], [0.0882, 0.0857, 0.0494]],
  "lowdin_charge": [0.075, -0.386, -0.024, -0.180, 0.018, 0.026, 0.116, 0.097, 0.098, 0.160],
  "homo_energy_ha": -0.3299,
  "orbital_gap_ev": 9.6,
  "multiplicity": 1,
  "total_charge": 0,
  "relative_energy_kj_mol": 107.1
}

{
  "formula": "C3H4N2O",
  "method": "the ωB97M-V functional and the def2-TZVPD basis",
  "symbols": ["N", "C", "C", "O", "N", "C", "H", "H", "H", "H"],
  "positions_angstrom": [[-1.30932, -0.20251, 0.95080], [-0.14440, 0.06448, 0.18652], [0.76966, 1.03640, 0.34328], [1.69749, 0.77475, -1.19205], [1.14644, -0.27489, -1.78107], [0.13956, -0.67242, -1.08430], [-1.62990, -1.16476, 1.00964], [-1.21764, 0.10265, 1.90746], [0.96993, 1.86035, 1.08500], [-0.42182, -1.52406, -1.42528]],
  "atomic_forces_ev_per_a": [[0.6427, -0.0452, 0.1293], [0.2847, -0.1297, -0.9125], [0.9961, -0.8074, -2.5941], [-1.1105, 1.1949, 3.4028], [-0.7658, 0.6914, 1.4711], [-0.3848, -0.1570, 0.5824], [0.3673, 0.1000, -0.5783], [0.0115, 0.3456, 0.0317], [0.1568, -1.0623, -1.5114], [-0.1980, -0.1303, -0.0209]],
  "lowdin_charge": [0.079, -0.353, 0.144, -0.119, -0.021, -0.115, 0.089, 0.083, 0.111, 0.102],
  "homo_energy_ha": -0.3441,
  "orbital_gap_ev": 10.0,
  "multiplicity": 1,
  "total_charge": 0,
  "relative_energy_kj_mol": 386.3
}

{
  "formula": "C3H4N2O",
  "method": "the ωB97M-V functional and the def2-TZVPD basis",
  "symbols": ["O", "C", "C", "N", "N", "C", "H", "H", "H", "H"],
  "positions_angstrom": [[-0.95941, 1.48317, 0.54557], [-0.26090, 0.43171, 0.04993], [0.33032, -0.71492, 0.74961], [0.79896, -1.58597, -0.15796], [0.56559, -1.09090, -1.37894], [-0.05371, 0.08203, -1.30272], [-1.41177, 1.21468, 1.35577], [0.35250, -0.89651, 1.81867], [0.96004, 0.42156, 0.50031], [-0.32161, 0.65515, -2.18024]],
  "atomic_forces_ev_per_a": [[-0.0952, -0.0342, 0.1735], [0.0724, -0.2602, -0.2130], [-0.0620, -0.1614, 0.1214], [-0.0646, 0.1555, 0.0555], [-0.0797, 0.1413, 0.0816], [0.0113, 0.0667, 0.0264], [0.0222, 0.0736, -0.1319], [0.0016, 0.0508, -0.1683], [0.1561, 0.0536, -0.0694], [0.0380, -0.0859, 0.1243]],
  "lowdin_charge": [0.066, -0.372, -0.154, -0.027, -0.007, -0.099, 0.121, 0.131, 0.226, 0.115],
  "homo_energy_ha": -0.3553,
  "orbital_gap_ev": 9.9,
  "multiplicity": 1,
  "total_charge": 0,
  "relative_energy_kj_mol": 346.3
}

{
  "formula": "C3H4N2O",
  "method": "the ωB97M-V functional and the def2-TZVPD basis",
  "symbols": ["O", "C", "N", "N", "C", "C", "H", "H", "H", "H"],
  "positions_angstrom": [[-1.24225, 0.91319, 2.26529], [-0.36540, 0.72584, 0.37740], [-0.28417, 1.47791, 1.35627], [1.72810, -0.45113, -0.86656], [0.54197, -0.76186, -1.21120], [-0.61573, -0.15114, -0.56087], [-0.81146, 0.83420, 3.11930], [2.39550, -0.92156, -1.47294], [0.28376, -1.36922, -2.07767], [-1.63032, -0.29623, -0.92903]],
  "atomic_forces_ev_per_a": [[0.0334, -0.4120, 0.6799], [-0.3714, 0.3607, 0.6964], [-0.7331, -0.0869, -0.8666], [-0.2934, -0.3762, -0.2703], [0.1669, -0.0807, -0.0629], [0.2303, 0.2644, -0.2481], [0.3601, 0.2178, 0.2776], [0.0852, -0.0167, 0.0637], [0.2049, -0.3264, -0.0125], [0.3171, 0.4560, -0.2572]],
  "lowdin_charge": [-0.060, -0.092, 0.053, 0.088, -0.269, -0.067, 0.084, 0.046, 0.104, 0.113],
  "homo_energy_ha": -0.3431,
  "orbital_gap_ev": 9.2,
  "multiplicity": 1,
  "total_charge": 0,
  "relative_energy_kj_mol": 454.1
}

{
  "formula": "C3H4N2O",
  "method": "the ωB97M-V functional and the def2-TZVPD basis",
  "symbols": ["N", "C", "C", "O", "N", "C", "H", "H", "H", "H"],
  "positions_angstrom": [[-0.16471, 0.30587, -1.67502], [0.08773, -0.14377, -0.48730], [1.07939, -0.71703, 0.36950], [0.84026, -0.25236, 1.59225], [-0.23850, 0.48506, 1.76311], [-0.85986, 0.46930, 0.46847], [-1.06013, 1.25536, -0.33754], [0.16589, -0.17562, -2.49061], [2.00949, -1.25210, 0.25150], [-1.85957, 0.02530, 0.54565]],
  "atomic_forces_ev_per_a": [[0.0119, -1.0006, -0.6324], [-0.0447, -0.1015, -0.1899], [-0.2618, 0.0227, -0.9051], [0.9155, -0.5976, 0.4731], [-0.7312, 0.9527, -0.2332], [-0.5831, 0.5504, -0.6483], [-0.3223, 0.9659, 2.3003], [0.9799, -0.3147, -0.1613], [-0.1694, 0.0490, -0.0319], [0.2051, -0.5263, 0.0287]],
  "lowdin_charge": [0.106, -0.379, -0.018, -0.045, 0.067, -0.179, 0.145, 0.044, 0.123, 0.135],
  "homo_energy_ha": [-0.3237, -0.3180],
  "orbital_gap_ev": [8.0, 8.4],
  "multiplicity": 1,
  "total_charge": 0,
  "relative_energy_kj_mol": 578.4
}